C14H34F2N3O9S2V as an isolated structure in a non-equilibrium geometry. Source: the Open Molecules 2025 dataset; level of theory: the ωB97M-V functional and the def2-TZVPD basis.

## Properties
- Total charge: 0
- LUMO energy: -0.03403 Ha
- E_HOMO: -0.3165 hartree
- E: -3335.25939 Eh

Geometry as XYZ:
```
65
C14H34F2N3O9S2V the ωB97M-V functional and the def2-TZVPD basis
O 1.781 1.038 -2.472
V 1.937 1.653 -0.975
O 1.900 0.401 -0.039
N 1.091 3.533 -0.867
S 0.094 4.226 0.307
O -1.250 4.523 0.001
O 0.815 4.964 1.265
F 0.014 2.791 1.030
S 1.524 4.842 -1.595
O 2.594 5.566 -1.008
O 0.585 5.602 -2.339
F 2.260 3.962 -2.741
C -3.181 -2.605 2.473
C -2.072 -2.373 1.433
C -1.337 -3.701 1.203
C -2.134 -4.677 0.353
C -2.649 -4.084 -0.946
C -3.336 -2.713 -0.770
N -2.577 -1.860 0.147
O -3.264 -0.615 0.349
C -3.394 -2.026 -2.143
C -4.794 -2.985 -0.319
C -1.062 -1.329 1.897
H -3.011 -2.065 3.417
H -3.221 -3.620 2.872
H -4.169 -2.225 2.223
H -0.328 -3.503 0.831
H -1.203 -4.129 2.200
H -3.060 -4.858 0.908
H -1.515 -5.565 0.237
H -3.415 -4.726 -1.395
H -1.913 -4.090 -1.759
H -3.921 -1.083 -1.995
H -2.348 -1.843 -2.397
H -3.914 -2.580 -2.920
H -4.876 -3.916 0.265
H -5.186 -2.180 0.291
H -5.363 -3.417 -1.148
H -0.271 -1.080 1.191
H -0.564 -1.746 2.780
H -1.550 -0.399 2.184
H -2.621 -0.048 -0.095
C -1.756 1.188 -2.122
O -0.708 0.697 -1.272
H -2.666 0.658 -1.846
H -1.983 2.200 -1.781
H -1.417 1.193 -3.154
H -0.651 -0.263 -1.216
C 6.290 1.033 -0.428
C 4.819 1.348 -0.141
C 4.598 2.270 1.049
O 3.216 2.402 1.213
C 2.831 2.851 2.512
N 4.175 1.996 -1.332
H 6.696 0.555 0.467
H 6.806 1.992 -0.533
H 6.473 0.358 -1.260
H 4.398 0.368 0.086
H 5.138 3.205 0.836
H 5.106 1.807 1.901
H 1.952 2.353 2.911
H 2.755 3.937 2.475
H 3.626 2.633 3.234
H 4.768 2.814 -1.461
H 4.440 1.352 -2.075
```

Atom charges from the Löwdin analysis, given in e for atoms 1 to 4: number 1, O, carries -0.320; number 2, V, carries 0.887; number 3, O, carries -0.290; number 4, N, carries -0.360